[1]
A molecular structure, C41H54N10O6PbS2Si2Te at a distorted geometry. Source: the OMol25 dataset; level of theory: wB97M-V/def2-TZVPD.

Its multiplicity is 1. The molecular weight comes out at 1238.05 g mol⁻¹. As for the HOMO-LUMO gap: 7.273 eV. For the LUMO energy, the calculation gives -0.0014 Ha. Its calculated total energy is -4430.003626 Ha. The value obtained for the HOMO energy is -7.310 eV. As for the total charge: 0.

Last column: Löwdin charge in e.
Element x y z (Å)
Pb  -0.339  0.212  0.314  1.367
C  -0.113  -0.024  -4.853  -0.011
C  -0.442  0.283  -3.412  -0.260
N  -0.678  -0.590  -2.524  0.050
N  -0.581  -1.898  -2.887  -0.011
C  -0.934  -2.869  -2.031  -0.880
N  -0.887  -4.113  -2.574  0.089
S  -1.329  -2.632  -0.432  0.635
C  -0.490  1.714  -2.976  -0.249
C  0.197  2.685  -3.697  -0.023
C  0.126  4.004  -3.285  -0.048
C  -0.644  4.320  -2.182  -0.046
C  -1.278  3.282  -1.511  -0.133
N  -1.202  2.008  -1.886  0.081
H  0.964  -0.201  -4.953  0.097
H  -0.391  0.808  -5.494  0.083
H  -0.638  -0.906  -5.220  0.077
H  -0.273  -2.156  -3.811  0.123
H  -0.928  -4.250  -3.572  0.105
H  -1.237  -4.854  -1.992  0.089
H  0.814  2.410  -4.545  0.109
H  0.674  4.773  -3.816  0.112
H  -0.748  5.340  -1.838  0.109
H  -1.874  3.481  -0.624  0.116
N  6.815  5.266  -3.421  0.100
C  5.911  4.346  -2.918  -0.319
C  5.055  3.647  -3.773  -0.032
C  4.180  2.703  -3.267  -0.063
C  4.143  2.451  -1.902  -0.293
C  5.016  3.115  -1.044  -0.069
C  5.889  4.052  -1.548  -0.027
S  3.042  1.212  -1.315  0.571
O  3.805  0.457  -0.307  -0.479
O  2.646  0.448  -2.482  -0.339
N  1.705  1.712  -0.647  -0.164
C  1.539  2.731  0.257  -0.495
N  2.357  3.789  0.338  0.144
C  2.014  4.759  1.181  -0.129
C  0.877  4.723  1.966  -0.056
C  0.116  3.571  1.878  -0.111
N  0.441  2.581  1.046  0.027
H  6.639  5.634  -4.338  0.088
H  7.217  5.922  -2.776  0.089
H  5.091  3.840  -4.841  0.109
H  3.529  2.139  -3.924  0.102
H  5.013  2.883  0.012  0.111
H  6.574  4.572  -0.883  0.112
H  2.697  5.604  1.225  0.111
H  0.612  5.530  2.632  0.100
H  -0.768  3.400  2.486  0.100
O  -2.717  2.333  2.659  0.016
C  -3.079  1.459  1.872  -0.623
O  -2.412  0.443  1.464  -0.252
C  -4.476  1.560  1.281  -0.113
C  -5.516  2.087  2.036  -0.007
C  -6.793  2.197  1.498  -0.058
C  -7.033  1.809  0.190  -0.012
C  -5.982  1.300  -0.551  -0.136
C  -4.710  1.154  -0.027  0.059
N  -6.231  0.898  -1.954  -0.351
O  -7.364  1.019  -2.388  0.063
O  -5.292  0.473  -2.599  0.068
H  -5.307  2.411  3.049  0.121
H  -7.603  2.599  2.094  0.106
H  -8.011  1.893  -0.261  0.115
H  -3.911  0.730  -0.624  0.122
C  5.517  -4.540  2.427  -0.182
Si  4.318  -3.727  3.613  0.392
C  3.903  -4.869  5.025  -0.185
C  5.090  -2.167  4.310  -0.188
C  2.775  -3.293  2.608  -0.443
Te  3.065  -1.565  1.331  1.689
C  2.361  -2.524  -0.421  -0.464
Si  3.593  -3.361  -1.600  0.421
C  5.291  -2.600  -1.582  -0.166
C  3.659  -5.180  -1.185  -0.176
C  2.838  -3.251  -3.310  -0.174
H  6.495  -4.728  2.882  0.036
H  5.672  -3.885  1.560  0.014
H  5.123  -5.495  2.060  0.029
H  4.817  -5.186  5.544  0.034
H  3.387  -5.770  4.672  0.033
H  3.255  -4.371  5.755  0.036
H  5.795  -2.398  5.114  0.034
H  4.311  -1.509  4.719  0.031
H  5.630  -1.607  3.541  0.023
H  1.963  -2.992  3.280  0.006
H  2.431  -4.134  2.002  0.024
H  1.869  -1.711  -0.970  -0.011
H  1.608  -3.222  -0.059  0.002
H  5.928  -3.009  -0.792  0.025
H  5.210  -1.520  -1.431  0.021
H  5.792  -2.768  -2.540  0.038
H  4.141  -5.398  -0.225  0.013
H  4.217  -5.709  -1.967  0.038
H  2.645  -5.597  -1.158  0.035
H  2.608  -2.204  -3.541  0.018
H  1.918  -3.848  -3.354  0.016
H  3.527  -3.632  -4.074  0.038
C  -0.658  -2.158  3.236  -0.059
C  0.233  -1.150  3.921  -0.232
C  0.100  -0.930  5.286  -0.053
C  0.904  -0.014  5.948  -0.089
C  1.812  0.731  5.217  -0.068
C  1.960  0.566  3.841  -0.223
C  2.838  1.573  3.123  -0.042
C  1.202  -0.429  3.180  -0.377
N  1.325  -0.763  1.798  -0.475
H  -1.144  -2.804  3.968  0.081
H  -0.091  -2.774  2.536  0.046
H  -1.445  -1.653  2.662  0.058
H  -0.642  -1.497  5.839  0.108
H  0.811  0.128  7.018  0.098
H  2.410  1.490  5.716  0.109
H  3.692  1.847  3.744  0.084
H  2.262  2.485  2.935  0.062
H  3.214  1.257  2.157  0.028

***

[2]
A molecular structure, C41H56B2F4LaN9O7S2 at a distorted geometry. Source: the OMol25 dataset; level of theory: wB97M-V/def2-TZVPD.

Its multiplicity is 1. The molecular weight comes out at 1087.61 g mol⁻¹. As for the HOMO-LUMO gap: 5.763 eV. For the LUMO energy, the calculation gives 0.1366 Ha. Its calculated total energy is -3892.953631 Ha. The value obtained for the HOMO energy is -2.047 eV. As for the total charge: -2.

Last column: Löwdin charge in e.
Element x y z (Å)
La  0.047  0.009  0.591  2.157
C  -1.382  -3.561  3.850  -0.068
C  -0.813  -2.397  3.082  -0.273
N  -1.572  -1.935  1.938  -0.108
O  -2.722  -1.184  2.417  0.069
B  -3.607  -0.512  1.452  -1.119
F  -4.092  -1.335  0.437  0.132
F  -4.662  -0.023  2.233  0.120
O  -2.925  0.637  0.707  -0.026
N  -1.898  1.255  1.388  -0.112
C  -2.194  2.121  2.283  -0.234
C  -3.596  2.571  2.544  0.000
C  -1.129  2.586  3.174  -0.148
N  0.149  2.548  2.839  -0.115
O  1.033  2.638  3.864  0.028
B  1.270  1.212  4.498  -1.133
F  2.370  1.464  5.314  0.118
F  0.136  0.869  5.236  0.149
O  1.611  0.251  3.480  -0.125
N  0.538  -0.467  2.893  -0.177
C  0.210  -1.605  3.531  -0.308
C  0.966  -2.063  4.747  -0.007
C  -1.539  2.961  4.567  -0.010
H  -2.433  -3.696  3.583  0.075
H  -1.353  -3.388  4.929  0.067
H  -0.876  -4.514  3.653  0.072
H  -4.183  2.442  1.639  0.092
H  -3.600  3.614  2.859  0.080
H  -4.060  1.959  3.316  0.095
H  1.944  -1.589  4.793  0.054
H  1.086  -3.146  4.726  0.081
H  0.417  -1.788  5.652  0.092
H  -2.132  3.880  4.523  0.082
H  -0.677  3.128  5.197  0.081
H  -2.152  2.184  5.026  0.097
O  0.890  -3.535  -2.622  0.030
C  2.071  -4.130  -2.390  -0.265
C  2.475  -5.133  -3.275  -0.026
C  3.681  -5.779  -3.090  -0.114
C  4.499  -5.435  -2.016  -0.114
C  4.092  -4.439  -1.144  -0.036
C  2.879  -3.766  -1.307  -0.060
C  2.462  -2.667  -0.356  -0.425
O  1.305  -2.108  -0.557  -0.225
N  3.356  -2.420  0.545  -0.036
N  3.128  -1.390  1.455  -0.030
C  4.049  -1.447  2.338  -0.841
S  4.263  -0.331  3.678  1.001
C  6.003  -0.746  3.904  -0.540
C  6.130  -2.248  3.783  -0.569
S  5.289  -2.746  2.260  0.896
H  0.756  -2.903  -1.868  0.048
H  1.815  -5.383  -4.097  0.110
H  3.984  -6.558  -3.781  0.090
H  5.447  -5.936  -1.862  0.086
H  4.717  -4.153  -0.309  0.077
H  6.282  -0.374  4.891  0.071
H  6.606  -0.241  3.146  0.072
H  5.672  -2.742  4.641  0.066
H  7.172  -2.565  3.701  0.062
N  -2.237  -3.939  0.555  0.208
C  -1.974  -3.013  1.186  -0.270
O  1.713  0.423  -1.697  -0.164
H  1.932  -0.506  -1.849  0.020
H  0.781  0.527  -2.060  -0.005
C  -1.260  5.279  -0.343  -0.058
C  -1.253  4.331  -1.519  -0.290
C  -1.416  4.798  -2.825  -0.052
C  -1.408  3.884  -3.871  -0.291
C  -1.568  4.352  -5.299  -0.072
C  -1.255  2.524  -3.617  -0.015
C  -1.120  2.001  -2.310  -0.289
C  -1.099  2.980  -1.293  -0.026
N  -0.975  0.670  -1.947  -0.077
C  -1.723  -0.323  -2.746  -0.447
C  -3.155  0.162  -3.062  -0.077
C  -3.964  -0.905  -3.801  -0.286
C  -4.093  -2.151  -2.921  -0.116
C  -2.691  -2.683  -2.606  -0.265
C  -2.008  -3.074  -3.917  -0.120
C  -1.854  -1.828  -4.793  -0.284
C  -3.241  -1.256  -5.107  -0.130
C  -1.016  -0.781  -4.040  -0.074
C  -1.909  -1.577  -1.872  -0.111
H  -2.270  5.654  -0.150  0.074
H  -0.617  6.144  -0.522  0.074
H  -0.912  4.775  0.562  0.050
H  -1.542  5.860  -3.020  0.098
H  -1.530  5.441  -5.363  0.061
H  -2.524  4.023  -5.717  0.071
H  -0.778  3.946  -5.936  0.071
H  -1.235  1.859  -4.470  0.089
H  -0.952  2.659  -0.273  0.056
H  -3.142  1.073  -3.662  0.104
H  -3.624  0.413  -2.105  0.132
H  -4.958  -0.507  -4.032  0.130
H  -4.678  -2.924  -3.436  0.112
H  -4.611  -1.900  -1.991  0.112
H  -2.764  -3.545  -1.942  0.116
H  -2.615  -3.828  -4.436  0.114
H  -1.032  -3.514  -3.723  0.092
H  -1.349  -2.092  -5.728  0.130
H  -3.823  -1.991  -5.677  0.109
H  -3.146  -0.358  -5.730  0.113
H  -0.809  0.065  -4.697  0.098
H  -0.048  -1.218  -3.768  0.115
H  -0.935  -1.974  -1.562  0.085
H  -2.468  -1.288  -0.983  0.084
C  1.902  4.564  1.989  -0.041
C  1.926  3.154  1.383  -0.579
C  3.161  2.400  1.871  -0.053
C  2.017  3.319  -0.133  -0.045
N  0.629  2.436  1.603  -0.017
H  2.731  5.139  1.566  0.080
H  2.003  4.551  3.073  0.075
H  0.971  5.075  1.723  0.067
H  4.058  2.935  1.538  0.086
H  3.204  1.388  1.462  0.062
H  3.181  2.322  2.953  0.052
H  2.968  3.800  -0.376  0.086
H  1.204  3.936  -0.514  0.066
H  1.995  2.363  -0.655  0.052